Entry from OMol25: C35H33Cl3N2OsS3Sb as an isolated structure (the ωB97M-V functional and the def2-TZVPD basis).

Last column: Mulliken charge in e.
Atoms and positions in Å:
Os  0.67  -1.03  0.88  1.199
Cl  2.19  -2.70  1.97  -0.167
C  3.42  -1.67  2.69  0.909
C  4.45  -2.25  3.39  -0.782
C  5.42  -1.42  3.93  -0.472
C  5.35  -0.04  3.76  -0.698
C  4.31  0.52  3.05  0.041
Cl  4.22  2.23  2.87  -0.142
C  3.31  -0.29  2.50  -0.165
S  2.00  0.47  1.60  0.142
H  4.51  -3.33  3.50  0.525
H  6.25  -1.85  4.48  0.443
H  6.12  0.60  4.18  0.477
S  -1.15  -0.85  2.08  0.032
C  -0.88  -1.11  3.80  0.273
N  -1.89  -1.35  4.59  -0.207
C  -1.62  -1.46  6.04  -0.629
C  -0.15  -1.05  6.25  -0.490
S  0.62  -0.92  4.58  0.152
H  -2.83  -1.46  4.24  0.264
H  -1.81  -2.49  6.35  0.336
H  -2.29  -0.80  6.57  0.336
H  0.41  -1.79  6.81  0.407
H  -0.05  -0.08  6.73  0.365
C  -1.63  3.02  -2.86  -1.431
C  -0.26  3.30  -2.31  0.432
C  0.42  4.44  -2.75  -0.788
C  1.67  4.77  -2.29  -0.761
C  2.31  3.97  -1.36  -0.890
C  1.68  2.82  -0.90  -0.950
C  0.41  2.50  -1.36  1.458
Sb  -0.53  0.68  -0.85  1.460
C  -2.48  0.92  -0.07  1.407
C  -3.40  -0.11  -0.27  -0.920
C  -4.68  -0.01  0.23  -1.242
C  -5.05  1.12  0.93  -0.844
C  -4.13  2.13  1.16  -0.784
C  -2.82  2.06  0.67  0.427
C  -1.86  3.18  0.96  -1.427
C  -0.67  -0.29  -2.72  2.034
C  -1.91  -0.58  -3.29  -1.549
C  -1.98  -1.19  -4.54  -0.961
C  -0.82  -1.50  -5.21  -0.904
C  0.42  -1.19  -4.66  -0.422
C  0.52  -0.57  -3.42  0.317
C  1.88  -0.15  -2.92  -1.877
H  -2.23  3.93  -2.81  0.584
H  -2.18  2.26  -2.31  -0.007
H  -1.57  2.71  -3.90  0.450
H  -0.07  5.08  -3.48  0.524
H  2.16  5.66  -2.67  0.439
H  3.30  4.22  -1.00  0.486
H  2.19  2.19  -0.20  0.276
H  -3.12  -1.00  -0.84  0.471
H  -5.40  -0.81  0.05  0.518
H  -6.06  1.22  1.31  0.464
H  -4.42  3.01  1.72  0.498
H  -2.22  3.79  1.78  0.557
H  -1.73  3.83  0.09  0.266
H  -0.86  2.81  1.22  0.130
H  -2.83  -0.31  -2.79  0.565
H  -2.95  -1.39  -4.98  0.525
H  -0.86  -1.97  -6.19  0.469
H  1.32  -1.41  -5.21  0.516
H  2.67  -0.74  -3.38  0.520
H  1.98  -0.23  -1.83  0.139
H  2.06  0.90  -3.16  0.432
Cl  2.77  -4.10  -3.31  -0.125
C  1.36  -3.74  -2.40  0.009
C  0.13  -4.29  -2.72  -0.291
C  -0.97  -3.94  -1.95  -0.989
C  -0.82  -3.03  -0.92  0.076
N  0.37  -2.49  -0.63  0.072
C  1.45  -2.85  -1.35  -0.384
H  0.04  -4.99  -3.54  0.518
H  -1.94  -4.36  -2.16  0.500
H  -1.67  -2.72  -0.32  0.397
H  2.41  -2.42  -1.09  0.462

The strongest force on any atom comes out at 0.9 eV Å⁻¹. Its energy above the lowest of the compared OMol25 structures with the same formula, charge and spin is 0.0 kcal per mole. As for the total energy: -118864.1928 eV. As for the total charge: +3. For the lowest unoccupied orbital energy (spin up / spin down), the calculation gives -10.744 / -10.743 eV.

Entry from OMol25: C35H33ClFeN4S2Si2 as an isolated structure in a non-equilibrium geometry (the ωB97M-V functional and the def2-TZVPD basis).

Last column: Löwdin spin population.
Atoms and positions in Å:
C  -2.15  -3.11  2.69  0.023
C  -1.39  -3.14  1.48  -0.026
C  -0.20  -2.37  1.69  0.045
H  -1.64  -3.73  0.60  -0.001
C  -0.24  -1.85  3.02  0.009
C  -1.44  -2.32  3.65  0.015
H  -1.70  -2.18  4.69  0.001
H  -3.06  -3.66  2.89  0.003
H  0.62  -2.27  0.98  0.007
H  0.57  -1.30  3.49  0.006
Fe  -1.87  -1.20  1.96  1.858
Si  -0.93  1.22  -0.41  0.063
C  -1.21  -0.04  -1.84  0.016
C  -1.93  0.40  -2.95  0.004
H  -2.49  1.34  -2.89  0.000
C  -1.92  -0.33  -4.15  0.001
H  -2.42  0.07  -5.04  0.000
C  -1.28  -1.58  -4.19  0.004
H  -1.25  -2.15  -5.12  0.000
C  -0.68  -2.10  -3.04  0.001
H  -0.22  -3.09  -3.04  0.000
C  -0.67  -1.33  -1.86  0.010
H  -0.25  -1.77  -0.95  0.003
C  0.87  0.62  0.23  0.161
C  1.86  -0.55  -0.13  0.198
H  1.49  -1.41  -0.71  0.020
C  3.07  -0.78  0.66  0.366
H  3.86  -1.45  0.27  0.018
C  3.13  -0.25  1.93  0.242
H  3.93  -0.54  2.61  0.010
C  2.14  0.65  2.37  0.236
H  2.20  0.98  3.42  0.008
C  1.10  1.08  1.58  0.376
H  0.35  1.76  1.98  0.022
H  -1.50  0.12  0.53  0.033
Si  2.29  1.05  -0.90  0.167
C  3.55  2.32  -0.48  0.016
C  4.72  2.24  -1.28  0.016
H  4.65  1.85  -2.30  0.000
C  5.94  2.58  -0.69  0.002
H  6.85  2.42  -1.24  0.000
C  5.98  3.07  0.62  0.012
H  6.94  3.22  1.12  0.001
C  4.79  3.37  1.29  0.000
H  4.82  3.82  2.28  0.000
C  3.56  3.06  0.72  0.012
H  2.62  3.30  1.22  0.004
C  1.97  0.87  -2.71  0.023
C  2.40  -0.23  -3.46  0.006
H  2.81  -1.09  -2.93  0.000
C  2.24  -0.20  -4.84  0.000
H  2.59  -1.06  -5.42  0.000
C  1.65  0.90  -5.46  0.004
H  1.55  0.93  -6.55  0.000
C  1.14  1.96  -4.70  0.000
H  0.63  2.79  -5.18  0.000
C  1.28  1.94  -3.31  0.010
H  0.84  2.71  -2.67  0.002
H  -1.54  2.30  -1.20  0.000
Cl  -1.93  2.46  1.26  0.035
N  -3.36  -2.69  -0.86  0.108
C  -4.07  -2.01  0.03  0.051
N  -3.56  -1.30  1.06  -0.014
C  -4.61  -0.72  1.80  0.039
C  -5.88  -1.04  1.36  0.270
S  -5.83  -2.03  -0.02  0.089
C  -4.17  0.00  2.94  0.036
C  -4.88  0.61  3.95  0.200
S  -3.82  1.26  5.13  0.090
C  -2.46  0.63  4.25  0.031
N  -2.78  -0.04  3.13  -0.015
N  -1.21  0.81  4.70  0.050
H  -3.84  -3.14  -1.62  0.002
H  -2.36  -2.48  -0.99  0.002
H  -6.78  -0.71  1.87  0.009
H  -5.96  0.65  3.97  0.006
H  -1.10  1.33  5.56  0.000
H  -0.41  0.55  4.15  0.005

The strongest force on any atom comes out at 3.3 eV Å⁻¹. As for the spin multiplicity: 6. Its energy above the lowest of the compared OMol25 structures with the same formula, charge and spin is 58.5 kcal per mole. As for the total energy: -127113.4323 eV. As for the total charge: +1. For the lowest unoccupied orbital energy (spin up / spin down), the calculation gives -4.055 / -7.024 eV.